Version 1
This record from OMol25 describes 9 unconnected molecules or ions with the total composition C30H84N6O12. The level of theory is the ωB97M-V functional and the def2-TZVPD basis.

Each line ends with the Löwdin charge.
Atoms and positions in Å:
1 C -1.65439 4.57573 0.06770  -0.184
2 C -2.46403 3.63879 1.05432  -0.182
3 O -2.60224 4.49390 2.20441  -0.085
4 O -2.36059 5.87089 -0.08227  -0.089
5 H -1.70728 4.09468 -0.90898  0.095
6 H -0.65840 4.76643 0.46737  0.119
7 H -1.94217 2.72442 1.33661  0.086
8 H -3.41277 3.43366 0.55842  0.116
9 H -3.12101 5.22117 1.85291  0.077
10 H -1.73487 6.36303 -0.61880  0.075
11 C -0.92453 2.40824 6.22636  -0.204
12 C -0.58966 3.13132 4.94081  -0.246
13 O -0.94704 4.51342 4.82985  -0.056
14 O -0.46142 1.03947 6.24862  -0.085
15 H -2.01050 2.44233 6.31356  0.120
16 H -0.49860 2.96448 7.06138  0.120
17 H -1.07480 2.62645 4.10543  0.100
18 H 0.44320 2.91985 4.66406  0.101
19 H -1.44483 4.67921 4.02591  0.046
20 H 0.25396 0.96843 6.88484  0.036
21 C 3.17081 0.93860 5.52426  -0.232
22 C 2.95869 1.97081 6.69660  -0.175
23 O 1.92504 1.40166 7.52781  -0.093
24 O 1.99738 0.86467 4.82288  -0.073
25 H 3.37456 0.03660 6.10130  0.118
26 H 3.99508 1.37036 4.95657  0.120
27 H 2.70149 2.98295 6.38432  0.123
28 H 3.88613 2.10717 7.25280  0.114
29 H 2.22624 0.94165 8.31475  0.107
30 H 1.28363 1.05352 5.43647  0.030
31 C -5.63060 -0.95112 -6.79676  -0.058
32 C -4.13709 -0.47987 -6.92028  -0.406
33 C -3.25772 -1.06825 -5.79770  -0.202
34 O -1.85635 -0.76920 -5.90786  -0.189
35 C -1.07969 -1.01208 -4.73242  -0.107
36 N -3.74752 -0.98914 -8.25674  0.038
37 H -6.25685 -0.86990 -7.68519  0.075
38 H -6.10682 -0.41419 -5.97638  0.065
39 H -5.70500 -2.03723 -6.74262  0.071
40 H -4.01098 0.60069 -6.85259  0.115
41 H -3.36788 -2.14820 -5.69936  0.123
42 H -3.60088 -0.69044 -4.83458  0.100
43 H -0.10910 -0.55877 -4.93383  0.087
44 H -0.82798 -2.05834 -4.55897  0.084
45 H -1.49595 -0.61731 -3.80560  0.065
46 H -2.75568 -0.80046 -8.28444  0.064
47 H -3.97595 -1.94625 -8.02902  0.058
48 C 4.76793 3.52136 1.56430  -0.076
49 C 4.63491 2.89664 0.21241  -0.438
50 C 4.69816 3.89455 -1.03903  -0.148
51 O 3.47758 4.65957 -1.04534  -0.203
52 C 2.80236 4.76685 -2.29310  -0.116
53 N 5.70111 1.93861 0.10129  0.023
54 H 5.72850 4.03649 1.57126  0.081
55 H 4.64754 2.73613 2.31064  0.072
56 H 4.01721 4.27455 1.80350  0.080
57 H 3.72159 2.30922 0.30671  0.126
58 H 4.84011 3.35651 -1.97629  0.108
59 H 5.50276 4.62978 -1.05200  0.120
60 H 2.50605 3.79590 -2.69004  0.073
61 H 3.29991 5.39018 -3.03606  0.081
62 H 1.93402 5.40937 -2.14726  0.080
63 H 5.42840 1.35676 -0.67793  0.067
64 H 6.59306 2.29528 -0.21067  0.073
65 C -0.98969 -0.00818 2.61269  -0.054
66 C 0.17890 0.03034 1.62923  -0.425
67 C -0.31755 0.23511 0.15245  -0.123
68 O 0.81427 0.46125 -0.74284  -0.219
69 C 0.91292 1.44107 -1.69248  -0.123
70 N 0.85254 1.19657 2.06709  0.052
71 H -1.62620 -0.89258 2.58462  0.059
72 H -1.65514 0.84997 2.51871  0.065
73 H -0.68571 -0.12208 3.65323  0.074
74 H 0.88391 -0.80095 1.63329  0.127
75 H -0.97295 1.10298 0.07928  0.098
76 H -0.88975 -0.67123 -0.04560  0.117
77 H 0.66755 2.36054 -1.16100  0.089
78 H 0.28260 1.11526 -2.51992  0.075
79 H 1.97147 1.41070 -1.95065  0.088
80 H 1.29657 0.98321 2.94880  0.041
81 H 1.64760 1.22784 1.44499  0.063
82 C 5.83993 -6.36868 0.73379  -0.050
83 C 5.21303 -5.73876 1.97880  -0.459
84 C 3.95433 -4.93400 1.81805  -0.258
85 O 4.02049 -3.98630 0.82923  -0.170
86 C 2.76242 -3.45772 0.42309  -0.081
87 N 4.88327 -6.81922 2.90244  0.034
88 H 6.68462 -6.99572 1.01913  0.078
89 H 6.12343 -5.45069 0.21899  0.080
90 H 5.04073 -6.97485 0.30723  0.080
91 H 5.89998 -4.98883 2.37096  0.140
92 H 3.75269 -4.44568 2.77146  0.131
93 H 3.12170 -5.58983 1.56364  0.114
94 H 2.91182 -2.79708 -0.43092  0.090
95 H 2.39685 -2.78470 1.19866  0.070
96 H 1.92701 -4.13738 0.25504  0.078
97 H 4.52766 -7.53061 2.27989  0.060
98 H 5.77705 -7.20010 3.17845  0.067
99 C -1.01792 -4.16417 2.69164  -0.074
100 C -1.57199 -5.56126 2.51195  -0.424
101 C -0.48267 -6.56518 1.96445  -0.184
102 O -0.09404 -6.19921 0.63164  -0.213
103 C 0.52097 -7.31624 -0.08272  -0.084
104 N -2.13341 -6.07146 3.73481  0.026
105 H -0.61667 -3.59540 1.85284  0.066
106 H -0.15541 -4.14772 3.35791  0.084
107 H -1.75428 -3.40522 2.95597  0.068
108 H -2.37437 -5.53531 1.77466  0.129
109 H -0.96301 -7.54323 1.99283  0.113
110 H 0.45826 -6.52674 2.51333  0.122
111 H 0.01490 -8.26719 0.08372  0.080
112 H 1.58541 -7.44380 0.11426  0.070
113 H 0.37909 -7.04698 -1.12937  0.084
114 H -2.06719 -5.39001 4.47734  0.063
115 H -1.79250 -6.88935 4.21952  0.069
116 C -6.59458 3.21529 -5.02677  -0.057
117 C -5.21128 3.82534 -5.35217  -0.409
118 C -4.14852 2.86682 -4.79913  -0.192
119 O -4.04040 2.73550 -3.34977  -0.186
120 C -3.10603 1.72010 -2.93195  -0.101
121 N -4.99151 4.06017 -6.81052  0.049
122 H -6.79602 3.09550 -3.96227  0.078
123 H -6.65423 2.21729 -5.46098  0.067
124 H -7.41550 3.81457 -5.42055  0.070
125 H -5.15227 4.73548 -4.75529  0.130
126 H -3.15612 3.11837 -5.17325  0.117
127 H -4.16232 1.87077 -5.24164  0.090
128 H -2.14000 1.68066 -3.43526  0.078
129 H -3.69518 0.80831 -2.83369  0.089
130 H -2.78314 1.90839 -1.90804  0.062
131 H -4.25956 4.75609 -6.81681  0.066
132 H -5.82314 4.51868 -7.15442  0.063

Results
Highest occupied orbital energy   -9.078 eV



Version 2
This record from OMol25 describes 9 unconnected molecules or ions with the total composition C30H84N6O12. The level of theory is the ωB97M-V functional and the def2-TZVPD basis.

Each line ends with the Löwdin charge.
Atoms and positions in Å:
1 C -0.54737 2.85663 -2.50755  -0.065
2 C -1.62288 3.47141 -3.34360  -0.466
3 C -1.16775 4.27977 -4.55589  -0.182
4 O -0.65561 5.52610 -4.07979  -0.181
5 C -0.78067 6.59185 -4.99531  -0.113
6 N -2.38807 2.38008 -3.75642  0.041
7 H 0.03551 3.73152 -2.21962  0.080
8 H 0.16987 2.24493 -3.05480  0.080
9 H -0.87766 2.25804 -1.65860  0.058
10 H -2.25568 4.13553 -2.75487  0.150
11 H -2.05287 4.47748 -5.16051  0.119
12 H -0.49330 3.72852 -5.21113  0.128
13 H -1.79057 6.61463 -5.40478  0.080
14 H -0.08916 6.53964 -5.83625  0.086
15 H -0.71254 7.52616 -4.43805  0.089
16 H -1.86746 1.99504 -4.53153  0.074
17 H -2.34746 1.63454 -3.07626  0.041
18 C -5.33825 0.97558 -2.28528  -0.063
19 C -4.72929 -0.39306 -1.88112  -0.415
20 C -4.05547 -0.24277 -0.47771  -0.193
21 O -3.10770 0.79180 -0.56273  -0.221
22 C -2.40821 1.08397 0.61720  -0.089
23 N -5.82758 -1.32857 -1.86685  0.028
24 H -6.06234 1.37017 -1.57247  0.078
25 H -5.84617 0.86962 -3.24387  0.077
26 H -4.55140 1.72475 -2.37306  0.046
27 H -4.01453 -0.65514 -2.66120  0.126
28 H -3.49518 -1.13412 -0.19549  0.116
29 H -4.83230 0.00548 0.24550  0.126
30 H -1.64921 1.85175 0.46709  0.065
31 H -1.89398 0.15121 0.84875  0.079
32 H -3.04018 1.35591 1.46263  0.094
33 H -6.50628 -1.19428 -1.13102  0.074
34 H -5.46198 -2.25561 -1.70240  0.066
35 C 3.31899 -1.06843 -3.61821  -0.073
36 C 2.51816 -1.74368 -4.65363  -0.415
37 C 0.98233 -1.34962 -4.63826  -0.171
38 O 0.47989 -1.68103 -3.35902  -0.243
39 C -0.85777 -1.19914 -3.20002  -0.094
40 N 3.13342 -1.38466 -5.96255  0.033
41 H 4.23646 -1.64950 -3.52486  0.092
42 H 2.77086 -1.19932 -2.68519  0.056
43 H 3.41227 0.01139 -3.73393  0.091
44 H 2.59982 -2.82313 -4.52619  0.136
45 H 0.49799 -1.97390 -5.38912  0.121
46 H 0.76696 -0.30004 -4.83847  0.123
47 H -0.85656 -0.16485 -2.85602  0.068
48 H -1.37894 -1.71163 -2.39141  0.074
49 H -1.55716 -1.28218 -4.03192  0.096
50 H 3.08246 -0.40189 -6.18987  0.065
51 H 2.56573 -1.77882 -6.69908  0.058
52 C -0.93603 -4.40687 -0.77132  -0.034
53 C 0.53297 -4.83583 -1.11498  -0.376
54 C 0.44473 -5.97549 -2.17789  -0.176
55 O 1.72687 -6.44939 -2.71285  -0.214
56 C 2.54798 -7.05082 -1.69971  -0.097
57 N 1.40778 -3.77643 -1.65112  0.071
58 H -1.42778 -4.27403 -1.73498  0.071
59 H -0.91275 -3.53172 -0.12196  0.066
60 H -1.53551 -5.15814 -0.25720  0.076
61 H 1.10277 -5.20986 -0.26437  0.121
62 H 0.00008 -5.62336 -3.10869  0.121
63 H -0.23960 -6.80689 -2.00882  0.122
64 H 3.45215 -7.41754 -2.18562  0.088
65 H 2.00974 -7.90071 -1.28009  0.088
66 H 2.83495 -6.35400 -0.91217  0.077
67 H 0.87574 -3.20740 -2.29395  0.046
68 H 1.92047 -4.34683 -2.30831  0.070
69 C -3.20321 -1.67418 3.94595  -0.040
70 C -2.00223 -2.61396 3.61524  -0.454
71 C -1.15284 -2.77055 4.82568  -0.184
72 O -0.51391 -1.53455 5.24093  -0.183
73 C 0.45835 -1.02877 4.36630  -0.105
74 N -2.60898 -3.86256 3.20098  0.023
75 H -3.89536 -1.36391 3.16315  0.066
76 H -2.74495 -0.79480 4.39848  0.070
77 H -3.85311 -2.21129 4.63678  0.075
78 H -1.52635 -2.26871 2.69740  0.122
79 H -0.37187 -3.50775 4.63939  0.121
80 H -1.71031 -3.25289 5.62860  0.131
81 H 1.23594 -1.78622 4.26772  0.080
82 H 0.92436 -0.14050 4.79284  0.071
83 H 0.10976 -0.85294 3.34863  0.070
84 H -1.87928 -4.54383 3.04762  0.064
85 H -3.12941 -4.32667 3.93163  0.067
86 C 1.19363 2.55074 5.64488  -0.066
87 C 0.17184 3.34481 4.88227  -0.496
88 C -0.54572 2.48769 3.81938  -0.162
89 O -1.72539 3.07733 3.20832  -0.219
90 C -1.47784 4.18703 2.29348  -0.066
91 N -0.74343 3.79974 5.83536  0.047
92 H 1.64479 3.01406 6.52232  0.090
93 H 1.90541 2.19161 4.90158  0.081
94 H 0.74321 1.64748 6.05638  0.069
95 H 0.58968 4.23648 4.41490  0.132
96 H -0.95188 1.63810 4.36832  0.123
97 H 0.17923 2.25826 3.03841  0.117
98 H -0.88108 3.80067 1.46722  0.059
99 H -1.02869 5.04731 2.78973  0.088
100 H -2.39415 4.53189 1.81435  0.087
101 H -1.60118 3.53433 5.37285  0.064
102 H -0.67322 3.07771 6.53809  0.065
103 C 2.49057 5.89367 1.00314  -0.226
104 C 2.36903 4.38943 0.65854  -0.201
105 O 3.12015 3.65632 1.67103  -0.086
106 O 1.32971 6.66474 0.68825  -0.080
107 H 3.39891 6.30650 0.56428  0.111
108 H 2.69353 6.11733 2.05047  0.112
109 H 2.74543 4.16592 -0.33969  0.106
110 H 1.37550 3.95510 0.54745  0.088
111 H 3.00204 2.71143 1.54921  0.029
112 H 1.50557 7.60834 0.70530  0.079
113 C 4.38944 -3.11733 2.72204  -0.190
114 C 4.62441 -1.75127 3.37854  -0.230
115 O 4.24860 -0.67069 2.57851  -0.074
116 O 2.97101 -3.21610 2.37095  -0.106
117 H 4.86178 -3.90998 3.30229  0.112
118 H 4.78200 -3.35180 1.73258  0.114
119 H 5.70032 -1.62365 3.49786  0.117
120 H 4.09930 -1.59764 4.32127  0.128
121 H 4.81968 -0.73904 1.80987  0.106
122 H 2.81265 -2.65728 1.60659  0.005
123 C 1.15436 -0.86545 0.12233  -0.184
124 C 1.67410 0.57649 0.13689  -0.177
125 O 2.27171 0.85613 1.43999  -0.084
126 O 2.26507 -1.78787 0.20891  -0.105
127 H 0.61299 -1.06639 -0.80214  0.100
128 H 0.56555 -0.99767 1.03004  0.102
129 H 0.96080 1.37671 -0.06047  0.100
130 H 2.34009 0.62580 -0.72458  0.111
131 H 2.85835 0.14406 1.70536  0.032
132 H 2.15980 -2.52977 -0.39118  0.031

Results
Highest occupied orbital energy   -8.926 eV



The calculated energies rank the structures as follows, beginning with the most stable: version 2, version 1.



Version 1
This record from OMol25 describes a gas-phase ion, C8H14N3O (charge +1). The level of theory is the ωB97M-V functional and the def2-TZVPD basis.

Each line ends with the Löwdin charge.
Atoms and positions in Å:
1 C -2.37148 0.39188 -1.15706  0.063
2 C 3.33143 -0.55009 0.42272  0.137
3 C 1.08028 -1.16874 -1.32362  0.194
4 C -1.05296 0.42601 -1.29739  -0.150
5 C 2.22190 0.18540 0.23976  -0.115
6 C 0.12870 2.20359 -0.11388  -0.462
7 C -0.93170 -1.36296 1.21026  -0.082
8 C -0.05264 0.55902 -0.20206  -0.389
9 N -0.77079 2.77642 0.63680  0.230
10 N -0.44322 0.02402 1.11376  -0.038
11 N 1.12447 -0.23234 -0.48204  -0.045
12 O 1.12541 2.70360 -0.59031  0.091
13 H -3.09174 0.43523 -1.92879  0.063
14 H -2.92427 0.33512 -0.18824  0.100
15 H 4.14928 -0.08791 0.91070  0.069
16 H 3.64840 -1.55172 0.02246  0.104
17 H 0.14348 -1.31827 -1.90744  0.131
18 H 1.74948 -1.97757 -1.24828  0.114
19 H -0.56637 0.58134 -2.40418  0.192
20 H 2.17790 1.06924 0.72709  0.091
21 H -1.73343 -1.29074 1.91566  0.076
22 H -1.34565 -1.68916 0.30150  0.053
23 H -0.09058 -2.11357 1.62904  0.138
24 H -1.40467 2.23245 1.09810  0.072
25 H -0.90571 3.78492 0.67776  0.158
26 H 0.32113 0.32703 1.89632  0.204

Results
Highest occupied orbital energy   -13.361 eV
Net charge   +1



Version 2
This record from OMol25 describes 2 unconnected molecules or ions with the total composition C8H14N3O. The level of theory is the ωB97M-V functional and the def2-TZVPD basis.

Each line ends with the Löwdin charge.
Atoms and positions in Å:
1 C 1.96415 2.41815 -0.47409  -0.070
2 C 2.91380 1.40357 -0.74445  -0.068
3 C 0.73287 1.88706 -0.70074  -0.098
4 C 2.22429 0.29843 -1.13621  -0.078
5 C -1.12604 -0.71395 1.70318  -0.120
6 C 0.24885 -1.55990 -2.14296  -0.026
7 C -1.44128 0.00757 -1.25773  0.025
8 C -0.15369 -0.27662 -1.48332  -0.357
9 N 0.87656 0.57961 -1.10867  -0.073
10 N -0.33689 0.13321 2.30308  0.232
11 N -2.17595 -1.24721 2.27452  0.018
12 O -2.56831 -0.82063 3.52951  0.048
13 H 2.17237 3.42179 -0.16549  0.103
14 H 3.97828 1.49462 -0.67059  0.103
15 H -0.22535 2.36127 -0.64776  0.111
16 H 2.60042 -0.66072 -1.42211  0.114
17 H 0.76768 -1.35813 -3.07852  0.101
18 H 0.91409 -2.14646 -1.51066  0.085
19 H -0.63252 -2.15532 -2.36437  0.086
20 H -2.21075 -0.64674 -1.62146  0.072
21 H -1.77436 0.93514 -0.83076  0.063
22 H -0.96225 -0.95788 0.64782  0.125
23 H 0.46311 0.53544 1.83319  0.130
24 H -0.54557 0.43795 3.24786  0.141
25 H -2.85836 -1.78754 1.75139  0.186
26 H -2.84515 -1.58272 4.06934  0.146

Results
Highest occupied orbital energy   -11.642 eV
Net charge   +1



The calculated energies rank the structures as follows, beginning with the most stable: version 2, version 1.